Entry 1:
DFT (wB97M-V/def2-TZVPD) results for C34H49Br2F3N5O8PRuSi as an isolated structure at a distorted geometry.

Calculated values
frontier orbital gap (spin up / spin down) = 7.08 / 5.46 eV
DFT total energy = -227869.5367 eV
energy relative to the best compared isomer or geometry (same formula, charge and spin) = 22.5 kcal per mole
HOMO energy (spin up / spin down) = -8.0 / -8.0 eV
LUMO level (spin up / spin down) = -0.93 / -2.52 eV

```
! wB97M-V def2-TZVPD RIJCOSX def2/J DEFGRID3
* xyz 0 5
Ru -0.063 0.937 -0.174
C 3.084 1.412 -1.734
C 3.178 1.141 -0.270
C 4.432 1.005 0.360
C 4.506 0.865 1.713
C 3.325 0.910 2.487
C 3.286 0.902 3.897
Br 4.879 0.661 4.897
C 2.108 1.065 4.573
C 0.911 1.193 3.866
Br -0.708 1.456 4.788
C 0.857 1.118 2.478
O -0.269 1.195 1.825
C 2.105 1.012 1.788
N 2.064 1.076 0.421
H 3.810 0.830 -2.301
H 3.277 2.474 -1.906
H 2.078 1.190 -2.083
H 5.326 1.022 -0.249
H 5.461 0.754 2.208
H 2.094 1.101 5.653
F 0.175 5.993 0.546
C -0.691 5.065 0.972
F -0.588 4.988 2.306
F -1.923 5.494 0.679
C -0.384 3.687 0.335
O -1.360 3.005 -0.041
O 0.808 3.364 0.255
C -2.678 1.010 -2.590
Si -0.788 0.998 -2.579
C -0.234 2.551 -3.663
C -1.411 2.909 -4.580
C 0.979 2.257 -4.554
C 0.084 3.771 -2.797
C -0.282 -0.753 -3.314
C -0.827 -1.852 -2.401
C 1.226 -0.969 -3.455
C -0.955 -0.841 -4.687
H -3.067 1.070 -3.607
H -3.049 1.866 -2.024
H -3.072 0.115 -2.115
H -1.662 2.097 -5.265
H -1.128 3.779 -5.182
H -2.302 3.175 -4.013
H 0.799 1.420 -5.228
H 1.881 2.053 -3.981
H 1.182 3.136 -5.175
H -0.784 4.067 -2.207
H 0.354 4.614 -3.441
H 0.912 3.587 -2.114
H -0.404 -1.772 -1.402
H -0.555 -2.832 -2.810
H -1.913 -1.813 -2.314
H 1.706 -0.993 -2.477
H 1.707 -0.206 -4.065
H 1.408 -1.938 -3.933
H -2.042 -0.807 -4.603
H -0.684 -1.795 -5.152
H -0.639 -0.045 -5.362
C 0.874 -4.912 2.273
N 0.586 -3.773 1.419
C -0.746 -3.822 0.825
P 1.420 -2.339 1.565
O 0.821 -1.328 0.659
N 3.041 -2.565 1.184
C 3.368 -2.369 -0.227
C 3.856 -3.636 1.742
N 1.430 -1.839 3.153
C 0.101 -1.887 3.768
C 2.520 -1.978 4.099
H 0.970 -5.821 1.672
H 0.069 -5.072 2.998
H 1.800 -4.769 2.824
H -0.787 -4.600 0.055
H -0.993 -2.863 0.389
H -1.498 -4.042 1.588
H 2.718 -1.610 -0.648
H 3.254 -3.296 -0.803
H 4.406 -2.035 -0.310
H 3.624 -3.822 2.785
H 4.907 -3.342 1.684
H 3.734 -4.570 1.182
H -0.668 -1.647 3.033
H 0.053 -1.146 4.568
H -0.117 -2.871 4.203
H 3.470 -1.744 3.624
H 2.570 -2.976 4.555
H 2.363 -1.260 4.907
O -2.311 -1.270 1.748
C -2.592 -0.431 0.919
O -1.830 -0.053 -0.077
C -3.959 0.210 0.919
C -4.109 1.576 0.706
C -5.377 2.140 0.691
C -6.497 1.345 0.861
C -6.325 -0.013 1.073
C -5.069 -0.594 1.121
N -7.508 -0.864 1.239
O -8.601 -0.333 1.187
O -7.332 -2.054 1.412
H -3.231 2.191 0.560
H -5.491 3.204 0.532
H -7.495 1.757 0.833
H -4.960 -1.651 1.312
*
```

Entry 2:
DFT (wB97M-V/def2-TZVPD) results for a 5-piece molecular cluster, C20H25F15O10 overall at a distorted geometry.

Calculated values
frontier orbital gap = 11.52 eV
DFT total energy = -82383.6043 eV
energy relative to the best compared isomer or geometry (same formula, charge and spin) = 27.7 kcal per mole
structure (SMILES) = CCOC(=O)C(F)(F)F.CCOC(=O)C(F)(F)F.CCOC(=O)C(F)(F)F.CCOC(=O)C(F)(F)F.CCOC(=O)C(F)(F)F
HOMO energy = -11.1 eV
LUMO level = 0.38 eV

```
! wB97M-V def2-TZVPD RIJCOSX def2/J DEFGRID3
* xyz 0 1
C -0.546 -0.408 -0.402
C -0.761 0.201 0.974
O 0.181 -0.293 1.948
C 1.447 0.033 1.802
O 1.891 0.868 1.079
C 2.349 -0.857 2.684
F 1.649 -1.550 3.566
F 2.943 -1.703 1.839
F 3.266 -0.183 3.325
H -1.406 -0.163 -1.029
H -0.425 -1.480 -0.269
H 0.257 0.057 -0.967
H -1.745 -0.070 1.341
H -0.581 1.274 0.900
C -3.469 3.227 -0.863
C -4.743 3.810 -0.271
O -5.554 4.382 -1.304
C -5.530 5.691 -1.432
O -4.774 6.472 -0.952
C -6.609 6.236 -2.390
F -5.997 6.982 -3.303
F -7.336 5.306 -2.992
F -7.453 7.001 -1.695
H -2.989 2.528 -0.178
H -2.698 3.964 -1.096
H -3.651 2.742 -1.824
H -4.449 4.565 0.460
H -5.375 3.107 0.268
C -5.223 1.978 -6.557
C -4.264 0.835 -6.801
O -3.482 0.659 -5.627
C -2.190 0.358 -5.701
O -1.564 0.218 -6.701
C -1.593 0.209 -4.277
F -2.509 -0.013 -3.340
F -0.754 -0.829 -4.251
F -0.943 1.340 -3.942
H -5.938 1.682 -5.787
H -5.716 2.393 -7.432
H -4.720 2.826 -6.080
H -3.657 0.925 -7.702
H -4.848 -0.083 -6.914
C 0.215 -4.397 0.872
C 0.715 -4.740 -0.549
O 1.101 -3.521 -1.186
C 2.377 -3.171 -1.079
O 3.221 -3.750 -0.473
C 2.689 -1.824 -1.778
F 3.504 -2.165 -2.814
F 1.599 -1.286 -2.367
F 3.290 -0.975 -0.979
H -0.339 -5.211 1.342
H -0.507 -3.581 0.838
H 1.071 -4.127 1.489
H -0.135 -5.183 -1.062
H 1.549 -5.435 -0.511
C 5.955 -3.696 7.619
C 5.458 -2.603 6.704
O 6.518 -1.694 6.499
C 6.345 -0.700 5.656
O 5.308 -0.367 5.173
C 7.594 0.208 5.499
F 8.081 0.554 6.700
F 8.532 -0.493 4.838
F 7.284 1.314 4.848
H 5.302 -4.567 7.675
H 6.141 -3.420 8.661
H 6.934 -4.078 7.311
H 4.550 -2.236 7.189
H 5.156 -3.095 5.778
*
```

Entry 3:
DFT (wB97M-V/def2-TZVPD) results for one molecule with the formula C6H12.

Calculated values
frontier orbital gap = 11.41 eV
DFT total energy = -6415.8735 eV
energy relative to the best compared isomer or geometry (same formula, charge and spin) = 24.6 kcal per mole
structure (SMILES) = CC(C)C1CC1
HOMO energy = -10.2 eV
LUMO level = 1.24 eV

```
! wB97M-V def2-TZVPD RIJCOSX def2/J DEFGRID3
* xyz 0 1
C 1.580 1.121 0.121
C 0.158 0.629 -0.129
C -0.954 1.607 0.287
C -0.123 -0.752 0.425
C -1.139 -1.616 -0.271
C 0.326 -1.946 -0.360
H 2.299 0.448 -0.362
H 1.698 2.117 -0.323
H 1.825 1.192 1.187
H 0.064 0.541 -1.215
H -1.748 1.467 -0.443
H -1.376 1.413 1.281
H -0.637 2.658 0.259
H -0.096 -0.836 1.512
H -1.777 -2.262 0.325
H -1.624 -1.217 -1.160
H 0.824 -1.748 -1.306
H 0.700 -2.815 0.173
*
```

Entry 4:
DFT (wB97M-V/def2-TZVPD) results for an isolated ion of composition C6H12NOS and charge +1 at a distorted geometry.

Calculated values
frontier orbital gap = 10.15 eV
DFT total energy = -20780.9834 eV
energy relative to the best compared isomer or geometry (same formula, charge and spin) = 34.3 kcal per mole
structure (SMILES) = C[C@@]12OCC[N@@H+]1CCS2
HOMO energy = -13.2 eV
LUMO level = -3.09 eV

```
! wB97M-V def2-TZVPD RIJCOSX def2/J DEFGRID3
* xyz 1 1
C -0.506 -1.616 -1.642
C -0.254 -0.994 -0.300
O 0.765 -1.810 0.227
C 1.335 -1.137 1.329
C 1.605 0.175 0.563
N 0.284 0.430 -0.091
C -0.660 1.324 0.654
C -2.034 0.766 0.497
S -1.795 -1.007 0.689
H -1.174 -2.529 -1.529
H 0.365 -1.985 -2.103
H -0.827 -0.854 -2.282
H 2.230 -1.553 1.653
H 0.820 -1.257 2.274
H 1.782 1.005 1.094
H 2.450 0.021 -0.072
H 0.554 0.633 -1.051
H -0.378 2.364 0.204
H -0.450 1.171 1.651
H -2.786 1.208 1.186
H -2.607 0.892 -0.510
*
```

Entry 5:
DFT (wB97M-V/def2-TZVPD) results for a 2-piece molecular cluster, C11H10Cl2N2 overall at a distorted geometry.

Calculated values
frontier orbital gap = 8.04 eV
DFT total energy = -39591.0687 eV
energy relative to the best compared isomer or geometry (same formula, charge and spin) = 72.2 kcal per mole
HOMO energy = -8.3 eV
LUMO level = -0.22 eV

```
! wB97M-V def2-TZVPD RIJCOSX def2/J DEFGRID3
* xyz 0 1
C -2.179 -1.294 -0.509
C -0.947 -1.444 -1.138
C -2.555 0.062 -0.322
C -0.106 -0.469 -1.566
C -1.723 1.109 -0.731
C 0.318 -0.921 1.821
C 0.447 0.424 1.605
C 2.078 -0.624 0.660
C -0.478 0.878 -1.299
C 1.735 1.851 0.300
C 0.508 1.957 -1.637
N 1.395 -1.553 1.269
N 1.518 0.613 0.804
Cl -0.209 3.503 -1.658
Cl 1.560 1.726 -3.005
H -2.834 -2.064 -0.070
H -0.779 -2.598 -1.363
H -3.614 0.333 -0.165
H 0.707 -0.677 -2.202
H -2.010 2.127 -0.635
H -0.452 -1.360 2.274
H -0.311 1.248 1.642
H 3.081 -0.838 0.190
H 1.173 2.548 0.792
H 2.714 2.215 0.029
*
```

Entry 6:
DFT (wB97M-V/def2-TZVPD) results for a 3-piece molecular cluster, C4H12N2S2 overall at a distorted geometry.

Calculated values
frontier orbital gap = 4.93 eV
DFT total energy = -28985.9065 eV
energy relative to the best compared isomer or geometry (same formula, charge and spin) = 171.7 kcal per mole
HOMO energy = -8.8 eV
LUMO level = -3.91 eV

```
! wB97M-V def2-TZVPD RIJCOSX def2/J DEFGRID3
* xyz 0 1
S -3.268 -1.001 -1.900
S 2.622 0.580 0.057
C 1.141 0.010 -0.685
C -0.164 0.782 -0.692
C -0.566 -0.174 0.486
N 0.053 0.262 1.832
C -0.098 -0.742 2.869
N -0.800 0.705 -1.999
H 2.434 0.893 -3.066
H 1.992 0.406 -3.420
H 1.103 -0.859 -1.333
H -0.018 1.794 -0.310
H -1.643 0.000 0.759
H -0.588 -1.271 0.280
H 1.078 0.379 1.745
H 0.767 -0.702 3.545
H -0.999 -0.623 3.505
H -0.155 -1.765 2.490
H -1.441 -0.124 -1.914
H -1.450 1.447 -2.250
*
```